# 1
62
Properties=species:S:1:pos:R:3:forces:R:3 method="wB97M-V/def2-TZVPD" lumo_energy_ev="-8.10 / -7.52" e_above_lowest_ev=0.1216 homo_energy_ev="-15.289 / -15.289" s2=0.764 charge=+2 spin_multiplicity=2
V -0.66592 -0.80765 0.44134 0.61 0.01 -0.04
O -2.48836 2.50212 4.84904 0.02 0.06 0.11
C -2.04669 3.29951 3.88777 -0.11 -0.04 -0.12
O -2.07779 4.49051 3.96222 0.04 0.01 0.04
C -1.50575 2.65190 2.64067 0.02 -0.01 -0.02
C -0.94855 3.34999 1.56648 0.08 -0.08 0.04
Cl -0.72345 4.99186 1.32183 -0.02 0.06 0.03
N -0.54944 2.45499 0.63280 -0.06 -0.01 -0.08
N -0.84708 1.20741 1.02962 -0.03 -0.03 0.18
C -1.40806 1.32201 2.23829 0.01 0.18 -0.01
C -1.74374 0.02734 2.87308 -0.08 -0.20 0.08
O -2.22478 -0.14902 3.94669 0.03 0.13 0.01
O -1.41067 -0.98978 2.03510 -0.14 -0.06 0.08
C 0.16604 2.73971 -0.58447 -0.01 0.01 0.02
C 1.48028 3.16807 -0.48225 0.06 0.03 -0.05
C 2.15885 3.53260 -1.63747 -0.02 -0.02 0.05
C 1.52209 3.45993 -2.87038 -0.01 -0.02 -0.01
C 0.20794 3.01467 -2.95601 0.00 0.01 0.01
C -0.48486 2.65843 -1.80509 0.03 -0.01 0.00
H -2.40650 1.54905 4.66768 -0.03 -0.01 -0.05
H 1.95311 3.25791 0.48850 -0.02 -0.01 0.00
H 3.17381 3.90057 -1.56670 0.00 0.00 -0.01
H 2.04460 3.77357 -3.76461 -0.01 0.00 -0.01
H -0.29651 2.98292 -3.91252 0.01 0.01 -0.01
H -1.52223 2.35937 -1.85539 -0.01 0.01 0.00
C -1.57745 -3.57596 0.48402 -0.04 -0.03 -0.01
N -0.48071 -2.82284 -0.19529 -0.13 -0.10 0.04
C 0.79272 -3.52337 0.08848 0.06 0.04 0.06
C -0.72217 -2.80504 -1.66613 0.02 0.00 -0.05
C -1.79695 -1.79802 -1.95412 0.06 -0.02 0.02
C -2.66586 -1.88840 -3.02704 -0.02 -0.01 0.00
C -3.66554 -0.93352 -3.17797 0.00 0.02 0.01
C -3.81287 0.10191 -2.25823 -0.01 -0.04 -0.03
C -2.93759 0.20599 -1.19171 0.04 0.04 0.05
C -1.91078 -0.73610 -1.04274 -0.15 0.02 -0.11
H -1.60298 -4.59927 0.10544 0.02 0.00 0.01
H -2.53661 -3.09962 0.29410 0.00 0.01 -0.01
H -1.38755 -3.58642 1.55423 -0.04 -0.03 0.01
H 0.73741 -4.54745 -0.28587 -0.01 0.00 0.00
H 0.96451 -3.54883 1.16301 -0.01 0.00 -0.01
H 1.61991 -3.01364 -0.40229 -0.02 -0.01 -0.01
H -0.98200 -3.80998 -2.00863 -0.01 0.00 0.00
H 0.21604 -2.52471 -2.15267 -0.01 0.00 -0.01
H -2.58866 -2.70922 -3.72936 0.00 0.00 0.00
H -4.35397 -1.00993 -4.00917 0.00 -0.01 0.00
H -4.61815 0.81499 -2.37201 0.00 0.00 0.00
H -3.06538 1.00559 -0.47142 0.00 0.00 -0.01
C 4.55887 -2.04905 2.43792 0.02 -0.02 -0.02
C 3.57166 -0.88369 2.52194 -0.01 0.05 0.02
C 2.86858 -0.62888 1.23295 0.01 0.01 -0.07
N 1.59591 -0.67609 1.05943 -0.15 0.01 -0.07
N 1.20628 -0.42335 -0.23448 -0.03 0.03 -0.09
C 2.19489 -0.17059 -1.06137 0.08 -0.01 0.10
N 2.03440 0.07826 -2.35949 -0.06 0.02 -0.05
S 3.72173 -0.24883 -0.25111 -0.01 -0.02 0.03
H 5.03767 -2.19351 3.40368 -0.01 0.00 0.01
H 5.34694 -1.86070 1.70746 0.00 0.01 0.00
H 4.05484 -2.97679 2.16705 0.00 0.00 0.00
H 4.09089 0.03130 2.81763 0.01 -0.01 0.00
H 2.80092 -1.07028 3.27031 0.00 -0.01 0.00
H 1.11772 0.35861 -2.68054 0.01 0.01 -0.02
H 2.81700 0.36944 -2.92220 0.01 0.00 0.00


# 2
37
Properties=species:S:1:pos:R:3:forces:R:3 method="wB97M-V/def2-TZVPD" lumo_energy_ev=5.35 e_above_lowest_ev=1.5894 homo_energy_ev=-0.776 charge=-2
O -0.52012 -0.31264 -0.81311 -0.76 -0.88 1.71
C -1.33120 -0.52444 0.17996 -0.38 1.95 0.02
O -2.58022 -0.34502 0.11394 0.77 -0.95 -0.42
C -0.79241 -0.59391 1.61023 0.25 2.77 -0.14
C -0.60843 -1.85018 2.45759 1.55 1.09 1.15
S 1.21421 -1.76603 2.83215 0.47 -1.17 0.45
H -1.52194 0.06066 2.21661 0.90 -0.78 -1.17
H 0.19452 0.04701 1.48162 -1.76 -1.59 0.75
H -1.04285 -1.60510 3.47117 -0.08 -0.86 -1.22
H -0.92049 -2.81871 2.04160 -0.02 0.57 0.10
H -0.13628 0.28135 -2.32919 -0.01 0.19 -0.93
H 0.27319 1.63938 -2.96865 -0.23 -2.18 -0.61
O 0.05560 0.68114 -3.23647 0.04 2.07 1.30
H 1.40766 -1.93957 -2.01543 -2.70 -2.47 -2.59
H 1.37983 -0.88417 -1.04095 -3.97 3.72 3.38
O 1.90785 -1.40961 -1.50076 6.63 -1.63 -1.38
H -2.53603 0.10900 -1.42244 0.26 -0.65 0.85
H -2.26187 0.81013 -2.83213 0.79 -0.33 -0.27
O -2.90226 0.40295 -2.26008 -1.65 0.68 -1.63
H -2.20006 1.92091 -1.31809 -0.35 2.62 0.20
H -1.67934 3.11214 -2.05687 2.14 0.95 -3.47
O -2.13047 2.95798 -1.29572 -1.89 -3.16 3.46
H 3.30530 1.35529 0.64163 1.54 -3.56 0.21
H 2.24781 2.16963 0.83224 -1.00 0.85 0.24
O 3.13680 2.24684 0.49889 -0.65 2.58 -0.28
H -1.97469 -2.76409 -0.42990 3.02 -0.80 -0.09
H -0.32729 -2.48867 -0.30242 -2.11 -1.59 -0.47
O -1.03893 -3.21269 -0.46579 -0.86 1.94 0.32
H 2.51029 -1.12497 1.20449 0.70 0.72 -1.13
H 3.51432 -0.95800 -0.12160 0.05 -1.09 -0.70
O 3.04922 -0.51233 0.56047 -0.74 0.75 2.47
H 2.36709 1.30618 -2.85903 -0.20 -0.94 0.15
H 2.46827 1.78390 -1.38646 0.40 -1.29 3.28
O 2.41634 2.03624 -2.25710 -0.09 2.37 -3.52
H -1.61172 1.98333 2.94056 -0.38 0.25 0.40
H -1.52500 2.39068 1.53882 -1.58 1.12 1.51
O -2.01454 2.67731 2.39490 1.90 -1.26 -1.93


# 3
9
Properties=species:S:1:pos:R:3:forces:R:3 method="wB97M-V/def2-TZVPD" lumo_energy_ev=-5.45 e_above_lowest_ev=0.9213 homo_energy_ev=-17.052 charge=+1
C -0.76652 0.09501 0.39318 0.59 0.57 3.65
C 1.71395 -0.19069 2.40375 0.93 -0.67 0.87
C -0.54800 0.18815 -2.00385 1.16 -0.14 -0.04
N -0.56987 0.27745 -0.77912 -0.77 0.23 -2.47
O 2.45261 -0.68817 3.09890 -0.80 0.64 -0.76
H -0.07048 -0.57617 0.85461 -0.01 -0.63 0.59
H -1.33627 0.78124 1.01383 -0.51 -0.20 -0.17
H 0.20724 0.70218 -2.52378 0.66 0.95 -0.84
H -1.08267 -0.58900 -2.45751 -1.26 -0.76 -0.81


# 4
49
Properties=species:S:1:pos:R:3:forces:R:3 method="wB97M-V/def2-TZVPD" lumo_energy_ev=2.59 e_above_lowest_ev=0.3728 homo_energy_ev=-6.713 charge=-1
O 1.87189 -1.08029 -0.17541 -0.33 0.61 0.07
C 1.39542 0.12310 -0.32251 1.16 0.05 0.03
O 1.57628 0.60223 -1.71762 -0.12 0.15 -0.31
C -0.10647 0.42733 0.01457 -0.04 -0.66 0.30
C -0.94666 -0.77464 -0.43885 -0.60 0.01 -0.31
C -2.37924 -0.90000 0.10834 0.24 -0.35 0.73
O -2.54199 -2.16081 0.78950 -0.17 0.33 0.49
N -0.30485 0.66617 1.45657 -0.13 0.04 -0.53
H 2.47449 0.41976 -2.04330 -0.26 -0.26 0.55
H -0.42355 1.33378 -0.50198 0.19 0.01 -0.06
H -1.02718 -0.83766 -1.51921 0.24 0.39 -0.27
H -0.43342 -1.69811 -0.19704 0.10 0.15 0.37
H -3.13863 -0.94734 -0.66177 0.04 0.23 -0.41
H -2.63111 -0.07266 0.78406 0.07 -0.14 -0.10
H -2.26688 -2.06051 1.72590 -0.01 0.02 -0.22
H 0.03556 -0.14693 1.95609 0.12 -0.06 0.13
H -0.45958 -2.07719 3.00149 -0.17 0.31 0.13
H -1.35405 -0.87032 3.37947 0.08 0.14 0.07
O -1.31735 -1.82930 3.42864 -0.08 -0.25 -0.22
H 1.35019 3.07451 0.45104 0.18 -0.30 0.06
H 0.28949 1.43926 1.72835 0.04 -0.06 0.19
O 0.95540 3.91061 0.18485 -0.27 0.51 0.18
H 2.33738 -0.77383 3.14774 -0.03 0.39 -0.22
H 2.34690 0.50181 2.23585 0.04 -0.50 0.70
O 2.50336 0.18416 3.15606 -0.09 -0.02 -0.37
H 0.55617 -2.70106 -2.42897 -0.11 -0.07 -0.21
H 1.36581 -2.36671 -1.18021 -0.06 -0.31 -0.02
O 0.95449 -3.13333 -1.66636 0.28 0.33 0.00
H 0.83625 3.64158 -1.53520 -0.02 -0.16 -0.23
H 1.05497 2.25740 -2.15399 -0.21 0.46 -0.20
O 0.67777 3.14260 -2.37451 0.23 -0.23 0.18
H -1.30418 -3.44093 0.49881 0.46 -0.57 0.13
H -0.08395 -3.80890 -0.36539 0.00 -0.29 0.34
O -0.51845 -4.04627 0.48952 -0.51 0.31 -0.52
H -1.01052 2.95835 -2.20310 -0.26 0.13 0.09
H -2.05790 1.86115 -2.18641 -0.27 -0.07 0.07
O -1.96446 2.79079 -1.95437 0.42 -0.08 -0.43
H 1.35405 -1.92627 1.23309 -0.28 -0.24 0.35
H 0.55430 -3.21705 1.65118 0.12 0.46 -0.14
O 0.94617 -2.38759 2.02151 0.40 -0.09 -0.10
H -1.68941 2.49032 1.08650 0.04 -0.09 0.00
H -1.92689 3.22909 -0.26545 0.06 -0.17 0.33
O -1.67055 3.36593 0.67750 -0.24 0.19 -0.04
H 0.01075 3.86977 0.47498 0.36 -0.17 -0.07
H 3.10516 0.96407 0.38723 -0.14 -0.38 -0.28
O 2.15394 1.10463 0.47706 -0.34 0.46 0.06
H 0.63593 -0.29301 -2.84173 -0.20 -0.19 -0.29
H 0.08438 -0.06516 -4.25107 -0.04 -0.31 0.12
O 0.13083 -0.74255 -3.56143 0.12 0.39 -0.13


# 5
4
Properties=species:S:1:pos:R:3:forces:R:3 method="wB97M-V/def2-TZVPD" lumo_energy_ev="0.00 / -1.30" e_above_lowest_ev=1.9056 homo_energy_ev="-9.099 / -10.579"
P 0.30573 0.80965 0.97608 -1.44 -0.19 -1.98
H 1.05056 0.12060 -0.03574 0.08 0.18 0.37
H -0.82105 0.91911 -0.09068 1.37 0.02 1.57
H -0.53524 -1.84936 -0.84967 -0.01 0.00 0.04